Molecular formula: C18H57N15O9
Method: DFT, ωB97M-V with the def2-TZVPD basis set

Each line ends with the Löwdin charge.
Positions of all 99 atoms, in Å:
1 C 1.371325 4.322735 7.354260  -0.114
2 C 1.687365 3.483125 6.167910  -0.427
3 C 3.135305 2.977745 6.082200  -0.202
4 O 4.098315 3.900765 5.629200  -0.201
5 C 4.267165 4.120755 4.198760  -0.068
6 N 0.744345 2.400645 6.419230  0.013
7 H 1.915255 5.261765 7.456610  0.076
8 H 1.548795 3.886565 8.337290  0.085
9 H 0.327665 4.636375 7.331900  0.078
10 H 1.377105 4.072765 5.305270  0.140
11 H 3.029415 2.205485 5.320280  0.112
12 H 3.532015 2.522615 6.989710  0.132
13 H 3.740985 5.051515 3.986810  0.082
14 H 4.128405 3.268295 3.533810  0.089
15 H 5.306735 4.445235 4.244810  0.083
16 H 1.132565 1.789585 7.123500  0.067
17 H -0.046605 2.725445 6.956830  0.057
18 C 3.231145 -8.936905 -2.465670  -0.057
19 C 1.742745 -9.269915 -2.048260  -0.416
20 C 0.801575 -8.714855 -3.116100  -0.241
21 O 1.349745 -9.167175 -4.298670  -0.249
22 C 0.668655 -8.676045 -5.494080  -0.051
23 N 1.538365 -10.715545 -1.818200  0.048
24 H 3.340725 -9.336285 -3.473930  0.064
25 H 3.977805 -9.389715 -1.813310  0.067
26 H 3.378135 -7.863315 -2.583610  0.076
27 H 1.554905 -8.691225 -1.143870  0.125
28 H 0.629515 -7.651245 -3.281060  0.128
29 H -0.112155 -9.262645 -2.885590  0.121
30 H -0.416245 -8.764825 -5.437550  0.087
31 H 1.193675 -9.337595 -6.183150  0.093
32 H 0.884895 -7.620755 -5.660470  0.084
33 H 2.322995 -11.006985 -1.252940  0.061
34 H 1.849815 -10.947165 -2.750640  0.058
35 C -0.785655 8.806785 0.584290  -0.070
36 C -1.415645 8.406035 1.923740  -0.423
37 C -2.063835 9.643385 2.640490  -0.144
38 O -0.995125 10.569575 3.095090  -0.223
39 C -1.348455 11.636855 3.957670  -0.115
40 N -2.552745 7.456495 1.735180  0.016
41 H 0.036845 9.445035 0.907130  0.073
42 H -1.559335 9.407375 0.105930  0.073
43 H -0.455225 8.060525 -0.138220  0.074
44 H -0.693715 7.846885 2.518940  0.130
45 H -2.532815 9.219145 3.528280  0.116
46 H -2.766365 10.085035 1.933730  0.118
47 H -0.548985 12.374365 3.886780  0.086
48 H -1.675965 11.282855 4.935180  0.088
49 H -2.112175 12.189315 3.410290  0.078
50 H -3.181305 8.007535 1.168290  0.057
51 H -2.257945 6.618865 1.253960  0.066
52 C -1.167395 6.018945 -6.017150  -0.679
53 O -2.207355 6.678525 -5.673660  -0.028
54 N -0.330715 6.206415 -6.991860  0.146
55 N -0.683065 4.978955 -5.282650  0.126
56 H -0.378535 7.093825 -7.471770  0.124
57 H 0.301745 5.470115 -7.271070  0.113
58 H -1.119095 4.640845 -4.436690  0.108
59 H 0.089575 4.419175 -5.613950  0.091
60 C -5.620765 2.115085 -2.924980  -0.830
61 O -4.660385 2.334045 -2.191480  0.003
62 N -6.278545 0.987445 -3.017490  0.169
63 N -6.039715 3.048635 -3.631550  0.173
64 H -7.214515 1.073735 -3.387080  0.107
65 H -5.927395 0.117485 -2.643370  0.123
66 H -6.801045 2.826855 -4.257080  0.117
67 H -5.683345 3.993635 -3.640170  0.139
68 C 3.380265 -0.974865 -4.055280  -0.888
69 O 3.001455 -1.945875 -4.666760  0.057
70 N 2.700365 -0.200165 -3.340880  0.153
71 N 4.545435 -0.526435 -4.023710  0.167
72 H 1.717365 -0.395675 -3.465730  0.132
73 H 2.975845 0.448055 -2.616990  0.129
74 H 5.222205 -0.821275 -4.713020  0.135
75 H 4.487835 0.422375 -3.682320  0.116
76 C 2.943595 -9.366845 5.321790  -0.848
77 O 1.907705 -8.776755 5.241380  0.061
78 N 3.972775 -8.987095 6.016460  0.160
79 N 3.235675 -10.424785 4.647090  0.158
80 H 4.736895 -9.644365 6.081260  0.110
81 H 3.610095 -8.308535 6.670790  0.125
82 H 2.400195 -10.873095 4.299110  0.124
83 H 4.040435 -10.992265 4.871650  0.109
84 C -4.315765 -4.475725 -5.029290  -0.869
85 O -5.097975 -4.898505 -5.837550  0.041
86 N -3.294455 -3.732535 -5.259040  0.171
87 N -4.298975 -4.955435 -3.853220  0.167
88 H -3.397485 -3.171615 -6.092610  0.127
89 H -2.653715 -3.556725 -4.498350  0.114
90 H -3.553115 -4.553235 -3.303650  0.115
91 H -5.173895 -5.414305 -3.643340  0.134
92 C -1.663575 -1.776805 1.410960  -0.746
93 O -1.776705 -2.064065 0.204230  -0.011
94 N -1.841605 -0.592165 1.873430  0.149
95 N -1.035515 -2.527015 2.329160  0.149
96 H -1.858945 -0.379935 2.860730  0.117
97 H -1.958745 0.102845 1.149990  0.130
98 H -0.729995 -3.487255 2.260760  0.117
99 H -0.831155 -1.928885 3.116940  0.094

Atomic forces in eV per Å
0.8 2.9 1.4
-0.6 0.6 2.1
-0.7 -0.3 -1.8
-0.3 -0.2 -0.2
0.8 1.2 2.3
-0.2 -2.2 -1.0
0.3 0.3 -0.4
0.0 -0.7 -0.2
-0.1 -0.1 -0.1
0.3 -0.4 -0.5
0.4 -0.6 0.0
-0.3 0.2 0.2
-0.6 -0.4 -0.7
-0.3 0.0 0.2
0.2 -0.3 -0.8
0.6 -0.5 -0.1
-0.3 0.5 -0.5
-1.1 -0.4 -0.4
1.7 2.4 1.2
0.0 -1.3 0.4
-0.9 0.0 -2.2
1.4 -0.9 1.2
0.1 1.3 -1.1
0.4 -0.2 0.1
-0.1 0.2 0.2
0.1 0.1 0.3
-0.2 -0.2 0.3
0.1 0.4 1.2
-0.8 0.4 -0.3
0.0 -0.5 -0.1
-0.8 0.5 -0.9
0.3 0.1 0.0
0.1 -0.2 0.4
-0.2 -1.5 -0.5
-0.2 1.0 1.0
-0.7 -1.0 -0.6
2.6 -0.5 1.1
-0.4 -1.5 -1.0
-0.7 0.0 -2.0
0.3 1.1 0.7
0.2 0.2 -0.7
0.2 0.3 -0.4
0.0 -0.4 0.5
0.1 0.5 0.4
-0.5 0.3 0.0
-0.1 0.4 0.2
0.5 -0.5 0.9
0.2 0.3 0.1
-0.9 0.1 0.6
-0.6 -0.7 -0.5
-0.1 0.1 -0.3
-3.7 0.4 4.1
3.3 -1.6 -1.5
1.2 2.0 -3.5
-0.3 -1.5 1.5
0.1 -0.5 -0.3
-0.1 0.7 -0.1
-0.3 0.3 -0.4
-0.2 0.3 0.2
4.7 -1.3 4.6
1.0 -0.9 0.8
-1.9 -2.9 -0.4
-4.0 5.4 -5.4
0.2 -0.8 0.1
-0.2 0.5 0.1
0.2 0.6 -0.2
0.1 -0.5 0.3
-0.7 -4.5 -2.6
-1.0 -1.2 -0.9
-8.3 3.4 4.0
8.5 2.3 -0.7
-0.2 0.4 0.8
0.0 -0.4 -0.4
0.0 0.2 0.3
1.7 -0.1 -0.7
-0.4 0.8 -0.4
-2.4 1.2 0.2
1.8 2.2 2.4
-0.5 -4.7 -3.2
0.0 0.9 0.9
1.4 0.1 0.7
0.5 -0.4 -0.4
-0.5 0.0 -0.2
-1.2 -2.1 -2.3
-2.2 0.3 -2.4
3.2 3.5 -2.0
-0.2 -1.6 4.9
0.9 0.1 0.3
0.0 0.7 -0.8
-1.1 -0.8 1.4
0.6 -0.2 1.1
2.1 -3.5 -3.9
-0.5 0.0 1.3
-1.6 4.7 0.7
0.1 -0.9 1.6
-0.1 0.3 -0.5
-0.4 0.2 0.6
-0.3 0.4 -0.2
0.6 -1.3 0.3

Spin multiplicity = 1
ΔE to the lowest compared entry with this formula, charge and spin = 225.3 kcal/mol
Highest occupied orbital energy = -0.339 Eh